Record 1
One molecule with the formula C2H6O. Source: OMol25; level of theory: the ωB97M-V functional and the def2-TZVPD basis.

Calculated values
Structure (SMILES): COC
HOMO (eV): -9.67

Structure (ORCA input):
```
! wB97M-V def2-TZVPD RIJCOSX def2/J DEFGRID3
* xyz 0 1
C 1.270 -0.035 -0.011
O 0.131 0.818 0.149
C -1.267 0.086 0.022
H 2.126 0.514 -0.414
H 0.892 -0.980 -0.616
H 1.655 -0.327 0.997
H -1.848 0.915 -0.493
H -1.738 -0.154 1.014
H -1.220 -0.836 -0.649
*
```

***

Record 2
A 2-piece molecular cluster, CH6O2 overall. Source: OMol25; level of theory: the ωB97M-V functional and the def2-TZVPD basis.

Calculated values
Structure (SMILES): CO.O
HOMO (eV): -9.53

Structure (ORCA input):
```
! wB97M-V def2-TZVPD RIJCOSX def2/J DEFGRID3
* xyz 0 1
C 0.000 0.000 0.000
O -1.125 -0.889 0.048
H 0.528 -0.012 0.969
H -0.333 1.031 -0.206
H 0.707 -0.306 -0.790
H -0.872 -1.642 0.621
O 0.095 -2.772 0.994
H 1.032 -2.510 0.845
H 0.095 -3.198 1.881
*
```

***

Record 3
A 8-piece molecular cluster, C5H24NO9 overall. Source: OMol25; level of theory: the ωB97M-V functional and the def2-TZVPD basis.

Calculated values
HOMO (eV): -4.90

Structure (ORCA input):
```
! wB97M-V def2-TZVPD RIJCOSX def2/J DEFGRID3
* xyz -1 1
O -1.991 0.768 2.139
C -0.838 0.233 2.049
N 0.094 0.786 1.294
C 1.419 0.126 1.277
C 1.474 -0.701 0.003
C 1.605 0.130 -1.313
O 2.955 0.241 -1.749
C -0.710 -1.077 2.785
H 0.974 2.481 0.788
H 1.519 -0.491 2.169
H 2.194 0.892 1.430
H 2.361 -1.331 -0.168
H 0.618 -1.400 -0.077
H 1.157 -0.373 -2.173
H 1.192 1.149 -1.106
H -0.424 -1.907 2.126
H -1.697 -1.252 3.210
H 0.085 -1.045 3.528
H 0.621 3.981 0.913
H 3.315 2.773 -0.780
O 1.348 3.379 0.887
H -1.826 -0.765 0.462
H -2.935 0.175 0.256
O -2.742 -0.764 0.121
H 3.351 0.975 -1.254
H 3.385 2.702 0.684
O 3.891 2.402 -0.086
H -1.002 -2.383 -1.624
H -2.162 -3.001 -0.943
O -1.408 -3.233 -1.480
H 1.555 -0.772 -4.511
H 0.157 -0.444 -4.067
O 0.645 -0.763 -4.847
H -1.751 2.394 0.143
H -0.862 1.452 -0.560
O -1.765 1.805 -0.610
H -3.938 -2.651 0.595
H -5.086 -1.818 0.397
O -4.777 -2.671 0.090
*
```

***

Record 4
One molecule with the formula C4H6FN. Source: OMol25; level of theory: the ωB97M-V functional and the def2-TZVPD basis.

Calculated values
Structure (SMILES): [H]/N=C(\C)C(=C)F
HOMO (eV): -9.42

Structure (ORCA input):
```
! wB97M-V def2-TZVPD RIJCOSX def2/J DEFGRID3
* xyz 0 1
H 1.910 0.990 0.962
N 0.895 1.098 0.538
C 0.402 -0.011 0.229
C 1.183 -1.263 -0.136
C -1.242 -0.005 -0.080
C -1.743 1.226 -0.133
F -1.844 -1.156 -0.271
H 2.172 -0.962 -0.719
H 0.593 -1.752 -0.864
H 1.573 -1.776 0.814
H -2.805 1.531 -0.214
H -1.096 2.080 -0.126
*
```

***

Record 5
One molecule with the formula C6H10BNO2. Source: OMol25; level of theory: the ωB97M-V functional and the def2-TZVPD basis.

Calculated values
Structure (SMILES): CC1=C[C@H](B(O)O)NC=C1
HOMO (eV): -6.90

Structure (ORCA input):
```
! wB97M-V def2-TZVPD RIJCOSX def2/J DEFGRID3
* xyz 0 1
C -2.787 -1.217 0.411
C -1.633 -0.272 0.159
C -0.462 -0.822 -0.230
C 0.826 0.005 -0.531
B 2.471 -0.491 -0.152
O 3.228 -1.374 -0.911
O 2.990 0.360 0.783
N 0.631 1.306 0.142
C -0.608 1.916 0.115
C -1.779 1.222 0.089
H -2.930 -1.433 1.449
H -2.707 -2.142 -0.089
H -3.791 -0.644 0.204
H -0.413 -1.830 -0.426
H 0.949 0.130 -1.692
H 4.241 -1.430 -0.984
H 3.861 0.116 1.161
H 1.381 1.960 0.332
H -0.768 2.994 0.180
H -2.700 1.648 -0.011
*
```

***

Record 6
C18H38Be2FN2O2 as an isolated structure. Source: OMol25; level of theory: the ωB97M-V functional and the def2-TZVPD basis.

Calculated values
HOMO (eV): -14.33

Structure (ORCA input):
```
! wB97M-V def2-TZVPD RIJCOSX def2/J DEFGRID3
* xyz 3 1
Be 7.896 0.832 4.181
Be 5.411 -0.735 -2.173
F 4.290 0.671 1.840
C 1.673 -0.584 -8.685
C 2.827 -0.301 -7.688
C 3.984 0.413 -8.377
C 3.764 1.790 -8.830
C 3.298 2.692 -7.762
C 2.358 2.056 -6.659
N 2.583 0.605 -6.501
O 1.840 0.056 -5.497
C 2.502 2.805 -5.298
C 0.903 2.402 -7.236
C 3.483 -1.610 -7.230
H 1.412 0.382 -9.118
H 0.837 -0.984 -8.111
H 2.012 -1.129 -9.566
H 4.794 0.547 -7.660
H 4.448 -0.065 -9.241
H 3.069 1.786 -9.670
H 4.633 2.146 -9.383
H 2.735 3.457 -8.296
H 4.125 3.254 -7.327
H 2.648 3.867 -5.496
H 1.547 2.763 -4.775
H 3.222 2.438 -4.567
H 0.645 3.417 -7.537
H 0.540 1.950 -8.159
H 0.203 1.927 -6.548
H 2.799 -2.292 -6.723
H 4.249 -1.418 -6.479
H 4.073 -2.102 -8.003
H 1.083 -0.317 -5.953
C -4.730 -1.466 9.432
C -4.254 -1.000 8.042
C -3.642 0.396 8.437
C -2.792 0.955 7.184
C -1.688 -0.083 6.905
C -2.130 -1.490 6.590
N -3.224 -1.980 7.521
O -3.964 -3.126 7.087
C -2.499 -1.425 5.070
C -1.035 -2.438 6.814
C -5.459 -0.803 7.160
H -3.877 -1.532 10.107
H -5.143 -2.474 9.392
H -5.339 -0.737 9.967
H -4.485 1.072 8.577
H -2.978 0.363 9.301
H -2.324 1.903 7.450
H -3.364 1.121 6.271
H -1.003 -0.065 7.753
H -0.961 0.314 6.196
H -2.940 -2.323 4.636
H -3.165 -0.621 4.756
H -1.532 -1.166 4.639
H -1.226 -3.463 6.497
H -0.140 -2.068 6.314
H -0.789 -2.432 7.875
H -5.241 -1.246 6.188
H -5.884 0.185 6.981
H -6.288 -1.390 7.553
H -3.795 -3.705 7.835
*
```

***

Record 7
A 2-piece molecular cluster, C4H11NO overall. Source: OMol25; level of theory: the ωB97M-V functional and the def2-TZVPD basis.

Calculated values
Structure (SMILES): CC(N)=O.CC
HOMO (eV): -9.91

Structure (ORCA input):
```
! wB97M-V def2-TZVPD RIJCOSX def2/J DEFGRID3
* xyz 0 1
C -0.273 2.048 -1.094
C 0.800 1.004 -1.249
N 0.565 0.094 -2.239
O 1.781 0.926 -0.539
H -1.252 1.578 -1.219
H -0.252 2.749 -1.931
H -0.228 2.605 -0.163
H 1.248 -0.613 -2.386
H -0.095 0.196 -2.989
C 0.030 -1.994 1.734
C -0.675 -0.622 1.696
H 0.065 -2.422 0.726
H 1.061 -1.927 2.088
H -0.424 -2.775 2.350
H -0.783 -0.291 0.682
H -1.535 -0.676 2.348
H -0.033 0.120 2.187
*
```

***

Record 8
C47H38N3O6RuS5 as an isolated structure. Source: OMol25; level of theory: the ωB97M-V functional and the def2-TZVPD basis.

Calculated values
HOMO (spin up / spin down) (eV): -2.05 / -2.10

Structure (ORCA input):
```
! wB97M-V def2-TZVPD RIJCOSX def2/J DEFGRID3
* xyz -2 2
Ru 0.371 -0.533 1.446
O 4.277 -3.965 0.600
C 5.008 -2.839 0.651
C 6.361 -2.919 0.312
C 7.170 -1.801 0.395
C 6.651 -0.577 0.806
C 5.302 -0.488 1.107
C 4.468 -1.598 1.028
C 3.016 -1.421 1.332
O 2.525 -0.263 1.306
N 2.361 -2.552 1.648
N 1.050 -2.259 1.890
C 0.215 -3.175 2.314
C -1.129 -2.695 2.471
C -2.187 -3.449 2.989
C -3.426 -2.868 3.133
C -3.604 -1.532 2.761
C -2.534 -0.837 2.241
N -1.326 -1.399 2.078
H 3.389 -3.740 1.000
H 6.751 -3.879 -0.003
H 8.220 -1.887 0.140
H 7.288 0.295 0.883
H 4.850 0.452 1.396
H 0.526 -4.188 2.528
H -2.007 -4.474 3.288
H -4.251 -3.441 3.539
H -4.558 -1.036 2.876
H -2.589 0.195 1.913
S -0.077 2.865 8.941
C 0.070 1.969 7.546
S -0.092 0.269 7.478
C 0.222 -0.009 5.765
C 0.463 1.184 5.029
S 0.790 1.402 3.408
S 0.394 2.648 6.011
S 0.215 -1.577 5.222
C -3.762 0.904 -3.585
C -3.422 0.466 -2.168
C -4.634 -0.016 -1.390
O -2.448 -0.558 -2.248
C -1.423 -0.232 -1.296
C -1.421 1.294 -1.346
O -2.838 1.531 -1.446
C -0.850 2.043 -0.089
O -0.700 1.240 1.006
C -1.836 3.180 0.264
C -2.380 3.259 1.535
C -3.230 4.307 1.877
C -3.541 5.289 0.952
C -2.990 5.221 -0.326
C -2.145 4.178 -0.659
C 0.502 2.751 -0.386
C 0.968 3.631 0.595
C 2.186 4.273 0.473
C 2.982 4.056 -0.648
C 2.540 3.183 -1.624
C 1.312 2.539 -1.492
C -0.152 -1.063 -1.563
O 0.664 -1.004 -0.452
C -0.608 -2.517 -1.848
C -0.477 -3.168 -3.069
C -0.902 -4.483 -3.227
C -1.469 -5.172 -2.168
C -1.605 -4.531 -0.942
C -1.176 -3.225 -0.794
C 0.668 -0.569 -2.761
C 0.086 -0.157 -3.957
C 0.870 0.293 -5.012
C 2.253 0.317 -4.894
C 2.841 -0.115 -3.713
C 2.057 -0.550 -2.655
H -4.044 0.039 -4.187
H -2.890 1.381 -4.034
H -4.586 1.619 -3.574
H -5.136 -0.821 -1.929
H -5.332 0.807 -1.234
H -4.308 -0.390 -0.418
H -1.746 -0.519 -0.290
H -0.950 1.652 -2.265
H -2.096 2.498 2.250
H -3.641 4.356 2.879
H -4.195 6.110 1.221
H -3.221 5.985 -1.059
H -1.713 4.133 -1.653
H 0.370 3.787 1.484
H 2.521 4.937 1.262
H 3.938 4.557 -0.748
H 3.150 2.979 -2.496
H 1.018 1.855 -2.271
H -0.029 -2.661 -3.913
H -0.781 -4.968 -4.189
H -1.796 -6.198 -2.292
H -2.043 -5.049 -0.096
H -1.273 -2.727 0.159
H -0.991 -0.188 -4.059
H 0.396 0.628 -5.928
H 2.866 0.668 -5.716
H 3.919 -0.098 -3.604
H 2.495 -0.846 -1.712
*
```

***

Maximum force: 2.85, 2.59, 2.33, 4.57, 4.55, 4.59, 2.08, 1.55 (eV/Å)
Electronic energy: -4217.0761, -5228.5246, -25493.4834, -8450.5282, -12646.1716, -29831.1730, -7864.2162, -122872.3606 (eV)
ΔE to the lowest compared entry with this formula, charge and spin: 32.08, 8.44, 42.92, 41.66, 28.14, 140.10, 7.78, 1.93 (kcal/mol)